1.
# C14H42AlO18S

A molecular structure, C14H42AlO18S in a non-equilibrium geometry (ωB97M-V/def2-TZVPD, the OMol25 dataset).

Computed properties:
- energy above the lowest of the compared OMol25 structures with the same formula, charge and spin (eV) = 0.000
- energy (Ha) = -2552.98895
- charge = +1
- molecular weight (g/mol) = 557.52
- largest force on an atom (eV Å⁻¹) = 2.32
- gap between HOMO and LUMO (Ha) = 0.08284
- HOMO level (eV) = -12.24

The geometry in XYZ format:
```
76
Properties=species:S:1:pos:R:3:forces:R:3:lowdin_charge:R:1
O -2.536 2.000 0.328 0.537 -0.228 -0.370 0.00
O -0.711 -3.792 -1.202 -0.027 0.567 -0.035 -0.01
C 1.875 2.465 2.651 -0.389 -0.083 -1.090 -0.16
H 0.721 -3.142 1.429 0.284 -0.175 -0.128 0.06
C -0.806 -4.277 1.128 -0.243 -0.672 1.549 -0.23
O 0.461 3.740 -4.578 0.394 -0.192 0.341 -0.06
C 1.579 1.592 -4.912 -0.163 0.321 -0.252 -0.23
C -2.131 2.650 -1.977 0.704 -0.462 0.064 -0.16
H 5.717 -1.179 0.712 -0.064 -0.560 -0.114 0.12
Al 3.510 -1.179 -2.941 -0.775 0.633 0.790 1.07
H 5.100 -1.726 3.049 0.039 0.075 -0.016 0.13
O 1.957 1.214 -3.598 0.317 -0.608 0.512 -0.19
H 1.671 3.376 -6.125 0.089 -0.107 0.056 0.13
H 2.273 1.096 -5.591 0.068 0.096 -0.051 0.12
C -4.284 -0.728 -1.575 0.856 -0.954 1.371 -0.15
C -2.592 3.088 -0.573 0.144 0.251 0.283 -0.18
O 0.526 2.051 2.470 -0.870 -1.061 -1.049 -0.08
H 1.795 2.187 -0.002 0.145 0.270 0.092 0.06
H 2.408 -1.051 2.461 0.295 -0.045 0.261 0.05
C 1.637 3.105 -5.067 -0.333 -0.066 -0.393 -0.23
H 0.328 3.515 -3.643 0.053 0.078 -0.154 0.05
H 0.568 1.237 -5.122 -0.012 0.006 -0.136 0.13
H 0.301 1.602 1.581 0.944 0.796 1.043 0.08
O 3.764 -1.044 -0.009 0.447 -0.767 -0.260 -0.19
O -0.321 0.239 4.252 0.644 -0.118 -0.818 0.04
C 2.387 3.342 1.491 0.393 0.293 -0.075 -0.21
H -0.812 -2.470 4.806 -0.101 -0.027 0.056 0.10
H 1.734 4.214 1.334 -0.127 -0.199 0.203 0.13
H -1.367 -0.964 2.897 0.129 -0.255 0.138 0.13
O -0.924 -1.113 -0.561 0.075 0.212 0.156 -0.35
H -3.134 -1.453 4.541 0.045 0.002 0.178 0.13
H -2.528 3.301 -2.754 0.206 0.150 0.058 0.14
O -1.382 -2.089 5.486 0.034 -0.208 -0.198 -0.01
H 2.535 1.584 2.699 -0.010 0.106 0.260 0.13
C -2.183 -1.064 4.945 0.310 -0.433 -0.165 -0.22
O 0.547 -4.097 1.496 -0.512 0.657 -0.136 -0.01
O 3.217 -0.992 3.003 -0.252 0.033 -0.467 -0.05
H 3.953 -2.715 2.124 0.106 0.104 -0.021 0.13
O 0.067 1.027 -0.006 -0.023 -0.496 0.137 -0.39
H -2.569 -0.950 -0.480 -0.701 0.347 0.044 0.04
H -4.509 -1.591 -3.540 0.075 0.058 0.083 0.13
H 2.569 3.444 -4.593 -0.247 0.187 0.076 0.13
H -1.415 -3.380 1.283 0.180 0.159 -0.215 0.12
O -0.692 2.595 -2.042 -1.020 -0.347 0.218 -0.07
H 4.687 0.094 1.363 0.498 -0.263 0.009 0.13
H -4.121 0.298 -1.906 -0.307 0.036 -0.140 0.12
O -2.544 -1.234 -3.258 -0.042 0.388 0.445 -0.02
O 1.236 -0.517 -1.449 0.292 -0.037 0.026 -0.40
C -0.947 -4.806 -0.273 -0.320 -0.201 -0.733 -0.22
H -1.845 -1.242 -2.575 -0.232 -0.292 -0.238 0.07
H -2.125 0.526 3.466 -0.203 -0.580 -0.184 0.15
H -2.381 -0.410 5.790 -0.137 0.286 -0.202 0.13
C 4.715 -0.975 1.069 -1.111 2.007 0.367 -0.19
H -1.625 1.615 0.236 -0.595 0.146 0.408 0.06
H 1.815 3.017 3.580 0.562 0.094 0.172 0.13
H -3.598 3.500 -0.581 -0.152 -0.261 0.001 0.13
H 2.874 -0.866 0.338 0.095 -0.035 -0.051 0.02
H -5.296 -0.968 -1.262 -0.269 0.293 -0.618 0.13
C -1.502 -0.341 3.798 -0.490 1.576 0.290 -0.23
O -3.565 -0.970 -0.370 0.602 0.032 -0.669 0.01
H -1.077 -2.955 -0.826 0.445 -0.422 -0.517 0.05
H 3.376 3.728 1.766 -0.197 -0.054 0.100 0.13
H -1.954 -5.208 -0.452 -0.216 0.081 0.443 0.14
H -3.695 -2.706 -2.414 -0.227 0.116 0.380 0.13
O 2.597 2.672 0.262 -0.340 -0.471 0.279 -0.04
H -1.238 -5.028 1.811 0.198 0.025 -0.180 0.14
H 1.206 1.341 -3.003 0.101 -0.143 0.018 0.05
O 0.991 -1.015 0.934 -0.039 0.135 -0.227 -0.32
H -1.919 3.875 -0.207 0.040 0.048 -0.250 0.14
S 0.373 -0.434 -0.272 -0.277 -0.259 -0.168 0.39
H -2.503 1.630 -2.131 -0.157 0.228 -0.193 0.11
H 0.029 0.852 3.526 -0.254 -0.068 0.791 0.07
H -0.281 -5.652 -0.433 0.326 0.198 -0.141 0.13
C 4.270 -1.685 2.347 -0.160 -0.547 -0.274 -0.21
H -0.479 1.859 -1.420 0.532 0.513 -0.343 0.03
C -3.776 -1.662 -2.731 0.391 0.093 -0.431 -0.18
```
Forces are in eV/Å.

***

2.
# C14H42BF4KO7

A molecular structure, C14H42BF4KO7 (ωB97M-V/def2-TZVPD, the OMol25 dataset).

Computed properties:
- energy above the lowest of the compared OMol25 structures with the same formula, charge and spin (eV) = 0.000
- energy (Ha) = -2109.78622
- charge = 0
- molecular weight (g/mol) = 448.38
- largest force on an atom (eV Å⁻¹) = 0.87
- gap between HOMO and LUMO (Ha) = 0.31982
- HOMO level (eV) = -9.45

The geometry in XYZ format:
```
69
Properties=species:S:1:pos:R:3:forces:R:3:lowdin_charge:R:1
H 2.005 2.797 2.062 0.068 0.094 0.034 0.08
H 3.959 2.467 0.660 0.080 0.081 0.030 0.08
C -2.699 2.448 -0.586 -0.060 -0.105 -0.042 -0.31
H -4.679 -4.322 -1.018 -0.006 0.055 0.036 0.07
H 3.647 1.730 -2.689 0.063 0.028 0.023 0.12
H 3.704 -0.027 -2.841 -0.088 0.004 0.131 0.12
B 0.183 -0.293 -0.321 -0.170 0.056 0.164 -1.28
H 1.784 4.456 1.471 0.041 0.021 -0.014 0.08
H 5.700 1.737 -1.336 -0.040 -0.005 0.050 0.07
H -2.503 0.321 5.083 -0.019 0.018 0.003 0.07
H -1.840 1.894 2.832 0.197 0.088 0.057 0.10
F 0.673 0.294 0.868 0.129 -0.016 0.094 0.07
H -0.983 0.387 3.309 0.166 0.275 -0.212 0.10
H -3.694 2.787 -0.886 0.051 0.059 -0.026 0.11
K 3.327 -0.853 1.168 -0.569 -0.028 -0.091 0.91
C -1.934 0.928 3.317 -0.238 -0.655 0.524 -0.30
C 3.918 0.810 -2.166 0.068 0.005 -0.051 -0.29
H 5.985 0.654 -2.710 0.054 0.067 0.023 0.08
H 1.289 -3.605 1.335 0.074 0.174 0.007 0.11
O -1.983 2.172 -1.780 -0.138 -0.036 -0.015 -0.08
H -2.832 1.528 -0.007 -0.044 0.043 -0.004 0.09
O -2.258 -3.091 -0.716 -0.132 -0.080 0.225 -0.08
C 5.390 0.805 -1.809 -0.119 -0.037 -0.070 -0.07
F 0.830 -1.523 -0.484 0.202 -0.086 -0.045 0.11
C 0.018 -2.618 2.760 -0.098 0.283 0.291 -0.07
C 2.158 3.467 1.211 -0.069 -0.126 -0.037 -0.08
H -0.923 -3.063 2.436 0.040 -0.041 -0.128 0.08
H -1.731 -2.304 -0.540 0.020 0.108 -0.142 0.04
H 2.499 -3.160 3.843 0.000 0.053 0.031 0.09
H -1.111 3.081 0.722 0.051 0.076 -0.039 0.05
F 0.474 0.578 -1.400 0.065 -0.115 0.036 0.11
O -1.520 -0.279 -5.490 0.103 -0.160 0.143 -0.08
H -1.581 -1.023 -3.546 0.009 0.052 0.067 0.12
C 0.345 -1.337 -4.419 0.097 -0.205 0.283 -0.08
H -3.929 0.632 2.572 0.025 -0.026 0.013 0.08
H -2.655 3.884 1.034 0.010 0.091 -0.019 0.07
H 0.077 -2.275 -4.908 0.058 0.030 -0.099 0.08
C 1.189 -3.502 2.416 -0.007 -0.316 -0.157 -0.29
H 4.235 3.966 1.574 -0.030 0.079 -0.013 0.11
H -4.005 -2.172 -0.059 0.023 -0.022 0.006 0.11
C -2.983 0.089 2.626 -0.416 -0.122 -0.244 -0.09
C -4.178 -4.318 -0.049 -0.042 -0.146 -0.177 -0.09
H -0.641 0.467 -3.774 -0.023 -0.008 0.101 0.10
H 5.611 -0.026 -1.133 0.030 0.002 -0.012 0.07
C -1.999 3.507 0.247 0.044 -0.258 0.027 -0.08
H -0.053 -2.464 3.842 0.036 -0.063 -0.040 0.08
O -2.304 1.173 4.684 0.095 0.230 -0.255 -0.09
H -2.469 -0.242 -5.356 0.009 0.104 0.014 0.07
C 3.616 3.501 0.801 -0.156 -0.286 0.015 -0.33
H 1.047 -4.520 2.793 0.063 0.096 0.122 0.12
H -4.926 -4.425 0.736 -0.059 -0.066 -0.010 0.07
H -1.686 4.314 -0.413 -0.035 0.147 0.108 0.08
H 1.103 -0.821 -5.008 -0.081 0.028 -0.109 0.07
O 3.723 4.197 -0.436 -0.010 0.077 0.042 -0.07
H 4.616 4.535 -0.529 0.049 0.007 -0.024 0.08
H 1.552 3.071 0.395 0.042 0.047 -0.041 0.07
C -3.385 -3.053 0.151 0.191 0.150 -0.014 -0.34
O 2.442 -2.970 2.903 -0.068 0.069 -0.280 -0.15
H 0.114 -1.636 2.294 -0.026 -0.060 -0.044 0.06
H -3.066 -2.975 1.202 0.029 -0.021 -0.089 0.09
C -0.892 -0.499 -4.214 -0.163 0.101 -0.348 -0.31
H -3.173 -0.840 3.175 0.080 0.039 0.060 0.07
H 2.211 0.802 -1.216 -0.042 0.023 0.103 0.05
H -1.327 1.494 -1.588 0.073 0.033 -0.056 0.03
O 3.145 0.702 -0.968 0.232 -0.104 -0.187 -0.20
H -2.699 -0.201 1.612 0.131 0.130 0.061 0.05
F -1.204 -0.471 -0.254 0.183 0.000 0.075 0.13
H -3.507 -5.178 -0.036 -0.032 0.000 0.146 0.08
H 0.783 -1.589 -3.449 -0.003 0.071 -0.013 0.06
```
Forces are in eV/Å.

***

What is the formula in the first record?
C14H42AlO18S